{"formula": "C24H60N2O25P6S", "method": "the ωB97M-V functional and the def2-TZVPD basis", "homo_lumo_gap_ev": 6.62, "lumo_energy_ev": -1.05, "total_charge": 0, "smiles": "C=CC[C@H]1OS(=O)(=O)[C@](C)(P(N)O)C[C@@H]1OC#N.COP(=O)(OC)OC.COP(=O)(OC)OC.COP(=O)(OC)OC.COP(=O)(OC)OC.COP(=O)(OC)OC", "total_energy_ha": -5387.42589, "species": ["C", "C", "C", "C", "O", "S", "O", "O", "C", "C", "P", "N", "O", "C", "C", "O", "C", "N", "H", "H", "H", "H", "H", "H", "H", "H", "H", "H", "H", "H", "H", "H", "H", "C", "O", "P", "O", "O", "C", "O", "C", "H", "H", "H", "H", "H", "H", "H", "H", "H", "C", "O", "P", "O", "O", "C", "O", "C", "H", "H", "H", "H", "H", "H", "H", "H", "H", "C", "O", "P", "O", "O", "C", "O", "C", "H", "H", "H", "H", "H", "H", "H", "H", "H", "C", "O", "P", "O", "O", "C", "O", "C", "H", "H", "H", "H", "H", "H", "H", "H", "H", "C", "O", "P", "O", "O", "C", "O", "C", "H", "H", "H", "H", "H", "H", "H", "H", "H"], "coordinates": [[9.464, 1.824, 2.869], [8.472, 2.901, 2.863], [6.912, 2.469, 2.988], [5.992, 3.191, 1.843], [5.534, 2.253, 0.831], [4.331, 1.233, 1.396], [4.814, -0.021, 2.071], [3.544, 0.791, 0.166], [3.099, 2.210, 2.423], [3.267, 1.986, 4.012], [1.368, 1.546, 1.913], [0.115, 2.098, 3.034], [1.488, -0.161, 2.230], [3.340, 3.762, 2.023], [4.841, 4.126, 2.476], [5.158, 5.535, 2.119], [5.732, 6.152, 3.275], [6.372, 6.408, 4.274], [9.792, 1.440, 3.907], [9.830, 1.396, 1.875], [8.843, 3.979, 2.796], [6.511, 2.630, 4.049], [6.879, 1.347, 2.770], [6.724, 3.908, 1.301], [2.483, 1.277, 4.472], [3.088, 3.012, 4.524], [4.345, 1.688, 4.269], [0.318, 1.642, 3.940], [0.191, 3.126, 3.082], [2.051, -0.305, 3.036], [2.537, 4.474, 2.413], [3.334, 3.791, 0.863], [4.985, 4.080, 3.625], [-5.669, -2.834, 3.287], [-5.302, -1.775, 2.412], [-4.012, -0.914, 2.811], [-3.231, -1.421, 3.964], [-4.595, 0.569, 2.992], [-5.574, 0.762, 4.000], [-3.209, -0.812, 1.436], [-1.933, -0.183, 1.470], [-6.642, -3.218, 2.979], [-4.933, -3.638, 3.228], [-5.745, -2.475, 4.316], [-5.337, 0.183, 4.896], [-6.554, 0.464, 3.618], [-5.605, 1.821, 4.262], [-1.155, -0.949, 1.449], [-1.808, 0.436, 2.361], [-1.830, 0.450, 0.586], [-6.437, 7.150, -0.654], [-5.965, 6.659, 0.594], [-5.920, 5.069, 0.782], [-6.212, 4.270, -0.432], [-6.912, 4.811, 2.015], [-8.268, 5.187, 1.845], [-4.481, 4.827, 1.429], [-4.075, 3.480, 1.631], [-6.564, 8.230, -0.578], [-5.710, 6.932, -1.439], [-7.400, 6.701, -0.905], [-8.619, 4.954, 0.837], [-8.376, 6.259, 2.033], [-8.878, 4.641, 2.565], [-3.370, 3.199, 0.846], [-4.924, 2.792, 1.619], [-3.577, 3.404, 2.599], [3.857, 3.389, -2.797], [4.181, 4.322, -3.821], [3.697, 5.832, -3.608], [3.112, 6.139, -2.281], [2.721, 6.091, -4.853], [1.564, 5.276, -4.949], [4.994, 6.681, -3.994], [4.932, 8.088, -3.809], [4.100, 2.386, -3.147], [4.440, 3.605, -1.900], [2.790, 3.429, -2.566], [1.120, 5.105, -3.965], [1.829, 4.319, -5.404], [0.833, 5.778, -5.583], [5.473, 8.352, -2.898], [3.902, 8.444, -3.733], [5.410, 8.575, -4.660], [-2.988, -3.686, 0.016], [-2.440, -4.985, -0.175], [-0.861, -5.079, -0.415], [-0.107, -3.816, -0.240], [-0.743, -5.739, -1.872], [-1.304, -5.017, -2.957], [-0.423, -6.275, 0.549], [0.967, -6.553, 0.653], [-4.076, -3.760, 0.004], [-2.669, -3.287, 0.980], [-2.674, -3.015, -0.786], [-1.119, -3.945, -2.854], [-2.380, -5.202, -3.001], [-0.847, -5.365, -3.884], [1.344, -6.139, 1.590], [1.531, -6.130, -0.182], [1.108, -7.635, 0.660], [-0.177, -9.149, -6.752], [-0.040, -10.109, -5.712], [-1.288, -10.301, -4.728], [-2.525, -9.580, -5.110], [-0.695, -9.909, -3.292], [-0.216, -8.583, -3.129], [-1.426, -11.889, -4.631], [-2.528, -12.405, -3.899], [0.793, -9.013, -7.231], [-0.895, -9.505, -7.494], [-0.506, -8.189, -6.348], [-0.863, -7.865, -3.640], [0.800, -8.511, -3.527], [-0.196, -8.343, -2.066], [-3.294, -12.743, -4.600], [-2.957, -11.657, -3.228], [-2.189, -13.256, -3.307]]}